(1)
Molecular formula: C20H26O4
Method: DFT, ωB97M-V/def2-TZVPD

```
50
Properties=species:S:1:pos:R:3
C 2.376 1.889 -3.371
C -1.798 -1.330 0.358
O -0.712 -0.378 2.229
H 1.339 0.119 -3.035
C -1.896 1.434 -0.808
H 2.899 1.567 -4.292
H -1.203 -4.472 4.880
O 1.703 -2.238 0.767
H -2.335 -0.076 -3.013
O 1.322 -4.304 1.745
C 0.908 1.274 -0.179
C -1.344 1.244 0.587
H -2.669 -1.246 0.990
H 0.718 2.755 -1.660
C -0.851 -0.206 0.833
H -2.374 2.531 -3.278
H -0.762 -0.675 -2.477
C 1.443 1.123 -2.715
C 1.434 -0.907 1.210
H 2.576 2.902 -3.035
H 3.085 0.954 -0.380
H 0.240 -4.869 3.927
C 0.422 -2.370 2.728
C 0.572 -0.927 2.464
H -2.087 1.478 1.341
H -0.811 0.323 -3.953
H -1.349 -2.299 0.513
O -3.108 1.469 -0.912
C -1.392 2.664 -2.903
C 1.189 -3.089 1.726
H -1.356 3.593 -2.279
H -2.103 -1.181 -0.689
H -0.736 2.795 -3.780
H 2.372 -0.434 1.496
C -0.501 -2.892 3.630
H 1.054 -0.432 3.300
C -0.979 1.473 -2.060
C -0.721 -4.360 3.930
C 0.555 -0.195 0.172
C 0.528 1.666 -1.639
H 2.549 2.615 -0.279
C 2.365 1.646 0.090
H -0.275 3.111 0.431
H 2.630 1.635 1.159
C -0.060 2.057 0.749
H -1.374 -4.754 3.119
H -1.033 -2.160 4.242
H 0.553 -0.749 -0.766
C -1.254 0.186 -2.931
H 0.252 2.040 1.818
```

Calculated values
Electronic energy in eV: -29350.7852
HOMO in eV: -9.4
Molecular weight in g mol⁻¹: 330.42
2S+1: 1
SMILES: C=C[C@H]1C(C)(C)C(=O)[C@@H]2C[C@@]1(C)[C@H]1[C@@H]3OC(=O)/C(=C\C)[C@@H]3O[C@]12C
Frontier orbital gap in eV: 9.55
Energy above the lowest of the compared OMol25 structures with the same formula, charge and spin in eV: 0.3326
LUMO in eV: 0.2


(2)
Molecular formula: C21H22BF5N6Rh
Method: DFT, ωB97M-V/def2-TZVPD

```
56
Properties=species:S:1:pos:R:3
B 0.401 1.381 -2.462
H 1.805 0.585 2.332
H 2.261 0.620 -4.935
H -3.092 3.261 -3.940
C 1.499 -2.103 -3.231
C -1.572 0.795 4.086
C -2.739 0.885 -0.685
H 1.453 -4.166 -1.334
H 1.933 -0.947 -5.682
H -4.342 -0.313 0.043
H 2.703 3.396 -3.209
H 1.848 2.273 2.855
C -3.464 0.204 0.427
Rh -0.070 -0.151 0.275
F -2.322 2.711 5.218
H 0.571 1.967 -3.481
H 3.188 3.853 0.460
N -1.432 0.707 -0.913
H -1.418 3.724 -3.605
H 0.084 -3.413 -0.516
C -1.050 0.266 2.924
C 1.294 -0.801 -3.661
F -0.776 -1.066 2.851
C 2.019 2.000 0.744
H 1.329 4.391 -2.737
C 1.101 -2.132 -1.892
C 2.006 3.043 -1.221
C -1.054 2.369 1.858
C -1.556 2.950 3.014
N 0.799 -0.103 -2.621
H 0.621 0.207 -5.424
C 2.263 1.556 2.147
C 1.095 -3.240 -0.892
N 1.232 1.950 -1.303
C -0.787 1.020 1.799
H -4.236 2.079 -1.787
H 2.937 4.741 -2.088
C -1.823 2.160 4.121
C 2.525 3.104 0.064
F -0.835 3.156 0.792
H 1.743 -2.993 -0.048
N 1.249 1.317 -0.111
H 3.333 1.479 2.338
C 1.541 -0.197 -5.001
C 2.257 3.945 -2.380
H -1.755 2.291 -4.570
C -2.138 2.052 -2.482
H -2.822 -0.523 0.923
N -1.062 1.416 -1.996
H -3.801 0.928 1.170
H 1.892 -2.918 -3.813
F -1.835 0.042 5.147
C -3.221 1.737 -1.674
N 0.681 -0.912 -1.555
C -2.098 2.880 -3.720
F -1.784 4.258 3.068
```

Calculated values
Electronic energy in eV: -48341.7492
Charge: +1
HOMO in eV: -12.1
Molecular weight in g mol⁻¹: 567.16
2S+1: 1
Frontier orbital gap in eV: 6.86
Energy above the lowest of the compared OMol25 structures with the same formula, charge and spin in eV: 0.0000
LUMO in eV: -5.2


(3)
Molecular formula: C13H23BBaF4NP
Method: DFT, ωB97M-V/def2-TZVPD

```
44
Properties=species:S:1:pos:R:3
B -0.758 -2.219 0.290
H 1.753 2.300 2.418
H 1.650 2.243 -3.541
C 0.901 2.773 1.918
N 2.525 0.905 -1.361
H 1.789 -0.365 -2.924
C -1.478 2.935 -0.403
H 3.695 -0.654 -2.246
H 2.504 -2.214 2.777
H 3.234 -1.825 2.928
C 3.823 0.204 -1.570
C -1.743 2.552 1.033
C 1.418 0.472 -2.294
F 0.429 -2.776 -0.353
H 0.406 3.464 2.600
F -1.889 -2.994 0.237
C -2.317 3.802 -1.145
C 2.735 2.377 -1.187
H 0.561 0.057 -1.724
H -1.523 0.146 3.029
H 2.275 2.731 -0.250
F -0.334 -1.920 1.643
H 0.385 1.123 -4.008
F -0.945 -0.925 -0.378
H 2.302 2.960 -2.004
P -0.305 1.505 1.466
C -0.416 2.326 -1.010
H -2.648 4.698 -3.092
H 3.810 2.587 -1.092
H -2.647 1.923 1.132
H -1.868 3.383 1.746
C -2.029 4.011 -2.503
C -0.950 3.348 -3.101
C -0.174 2.425 -2.368
H 1.255 3.325 1.048
Ba 1.804 -0.612 0.364
H -3.152 4.294 -0.649
C 0.843 1.616 -3.126
H 4.260 -0.152 -0.609
H -1.334 1.842 3.596
C -0.837 0.992 3.119
H -0.700 3.531 -4.157
H 4.582 0.897 -1.975
H 0.035 0.686 3.704
```

Calculated values
Electronic energy in eV: -36876.4479
HOMO in eV: -5.6
Molecular weight in g mol⁻¹: 448.44
2S+1: 1
Frontier orbital gap in eV: 4.81
Energy above the lowest of the compared OMol25 structures with the same formula, charge and spin in eV: 0.0970
LUMO in eV: -0.8


(4)
Molecular formula: C7H10N6O
Method: DFT, ωB97M-V/def2-TZVPD

```
24
Properties=species:S:1:pos:R:3
N -1.139 -1.767 1.022
C 0.764 -0.876 -1.093
O -1.257 -2.911 1.257
C 3.065 -0.826 -0.179
H 2.213 -2.092 -1.853
C 2.663 0.116 0.732
H 0.127 -1.332 -1.734
H -2.558 -2.131 -0.412
C -1.917 -0.024 -0.233
C -0.889 1.964 0.618
H -3.550 0.001 -1.433
H 0.952 1.757 1.387
C 2.066 -1.364 -1.097
H -1.670 2.523 0.338
H 0.076 3.401 1.560
N -0.807 0.658 0.230
H 4.037 -1.360 -0.273
N -1.931 -1.340 -0.041
H 3.378 0.548 1.457
C 0.515 0.093 -0.075
N -2.839 0.532 -0.957
N 0.037 2.396 1.380
N 1.389 0.577 0.739
H -2.725 1.458 -1.339
```

Calculated values
Electronic energy in eV: -18389.0692
Charge: +2
HOMO in eV: -17.2
Molecular weight in g mol⁻¹: 194.20
2S+1: 1
SMILES: N/C(=[NH+]/N=O)N(C=[NH2+])c1ccccn1
Frontier orbital gap in eV: 8.62
Energy above the lowest of the compared OMol25 structures with the same formula, charge and spin in eV: 0.0000
LUMO in eV: -8.6


(5)
Molecular formula: C17H35IO10S
Method: DFT, ωB97M-V/def2-TZVPD

```
64
Properties=species:S:1:pos:R:3
C 4.153 3.252 -1.603
H 2.697 0.102 -0.890
C -4.646 -2.508 2.962
C 6.293 2.125 -1.369
O -9.202 -4.245 1.733
H 8.112 5.721 -0.317
C 2.623 -0.830 -0.331
H 6.638 1.178 -0.946
C 7.156 3.227 -0.789
C -2.077 -0.218 -0.330
H -2.257 0.862 -0.417
H -7.055 -2.670 2.016
H -3.016 -0.716 -0.061
H 1.588 -2.506 1.090
C -5.857 -2.491 3.896
H -2.157 -1.640 -3.282
H -5.841 -1.616 4.560
H -8.377 -1.484 4.455
H 1.507 -3.482 -0.403
O 1.415 -1.464 -0.698
H 2.631 -0.588 0.737
H -0.560 -3.727 0.743
H 8.213 2.956 -0.909
H -3.385 -3.374 4.312
H 6.416 2.047 -2.450
C -2.626 -1.169 -2.420
H 3.482 -1.463 -0.578
H 3.188 3.225 -1.090
O -10.477 -3.899 3.700
H 4.591 4.229 -1.393
C 1.113 -2.592 0.106
C 7.070 5.580 -0.626
C -1.056 -0.461 0.764
H 6.127 2.758 -5.454
C 5.144 2.582 -5.019
I -7.667 0.529 2.798
O -7.901 -3.682 3.672
H 5.059 1.515 -4.784
C 3.884 3.076 -3.085
C -8.169 -1.452 3.382
O -0.964 -1.813 1.193
O -1.601 -0.678 -1.584
C -3.632 -3.297 3.253
O 6.945 4.455 -1.468
H 3.541 2.051 -3.267
H -0.906 -2.747 -0.667
C -7.166 -2.558 3.099
H 6.430 5.482 0.258
H -5.798 -3.418 4.459
H -3.271 -0.353 -2.765
H -0.077 -0.066 0.489
H 6.745 6.455 -1.187
H -3.227 -1.924 -1.901
O -9.353 -1.916 2.690
H -4.593 -1.879 2.074
H 4.376 2.866 -5.746
H -3.084 -3.849 2.497
O 5.042 3.368 -3.851
H 6.934 3.331 0.279
H -1.382 0.097 1.646
O 4.917 2.207 -1.015
S -9.364 -3.533 2.934
H 3.096 3.776 -3.390
C -0.382 -2.747 0.290
```

Calculated values
Electronic energy in eV: -57600.7317
HOMO in eV: -9.2
Molecular weight in g mol⁻¹: 558.43
2S+1: 1
Frontier orbital gap in eV: 9.16
LUMO in eV: -0.1


(6)
Molecular formula: C5H9O3Y
Method: DFT, ωB97M-V/def2-TZVPD

```
18
Properties=species:S:1:pos:R:3
H 0.342 3.789 0.500
H 0.155 -2.851 -0.455
H -0.362 -2.891 2.230
C 0.094 1.717 0.066
H 1.263 -3.627 1.655
C 0.729 -2.182 0.203
O -0.675 0.912 -0.848
H 0.300 3.425 -1.243
C 0.766 -2.650 1.584
Y -2.091 -0.846 -4.016
O -0.894 -1.060 -1.822
H -1.210 3.406 -0.285
C -0.513 -0.400 -0.849
H 1.153 1.446 -0.031
H -0.226 1.484 1.091
O 0.052 -0.879 0.200
H 1.255 -1.961 2.289
C -0.138 3.169 -0.269
```

Calculated values
Electronic energy in eV: -12509.6905
HOMO (spin up / spin down) in eV: -5.1 / -5.1
Molecular weight in g mol⁻¹: 206.03
2S+1: 1
Frontier orbital gap (spin up / spin down) in eV: 3.90 / 3.90
LUMO (spin up / spin down) in eV: -1.2 / -1.2


(7)
Molecular formula: C5H11NO
Method: DFT, ωB97M-V/def2-TZVPD

```
18
Properties=species:S:1:pos:R:3
C -0.753 -0.275 0.073
H 0.179 -1.027 -2.316
H 1.582 0.144 -1.056
H 0.144 1.242 1.385
H 1.304 1.886 -0.856
C 1.236 -0.666 1.463
C -0.456 0.413 -1.305
O -0.450 -0.314 -2.435
N -2.010 -0.061 0.673
H -2.670 -0.738 0.251
C 0.877 0.899 -0.646
H 1.527 -1.387 0.769
H 0.780 -1.230 2.253
H -1.049 1.393 -1.503
H 2.210 -0.356 1.981
C 0.421 0.399 0.763
H -0.481 -1.242 -0.083
H -2.392 0.918 0.588
```

Calculated values
Electronic energy in eV: -8899.2966
HOMO in eV: -8.6
Molecular weight in g mol⁻¹: 101.15
2S+1: 1
SMILES: C[C@H]1C[C@@H](O)[C@@H]1N
Frontier orbital gap in eV: 9.56
Energy above the lowest of the compared OMol25 structures with the same formula, charge and spin in eV: 2.4007
LUMO in eV: 0.9


(8)
Molecular formula: C31H37CrIN5O3S2
Method: DFT, ωB97M-V/def2-TZVPD

```
80
Properties=species:S:1:pos:R:3
N -2.965 -1.330 2.595
H 2.793 0.528 2.299
H 2.758 2.513 -4.280
C 2.085 -4.893 0.382
C 1.152 3.789 -3.573
C 0.125 -1.117 0.903
H 0.220 -5.514 -0.539
H 1.063 4.447 -1.534
C -1.148 -2.871 5.425
S -4.024 -0.192 -0.561
C 0.661 -0.001 -2.214
N -4.670 0.185 2.534
H 1.599 4.746 -3.860
H 6.762 -0.530 -1.517
H 3.769 -3.989 1.327
C 5.188 -1.105 -2.888
H -0.321 2.325 -1.794
N -2.086 -2.028 4.708
H -1.453 -2.959 6.467
C -3.732 -0.463 3.251
C -4.084 3.795 0.357
C 2.851 -1.523 1.732
C -2.831 -1.100 5.352
C -4.425 1.497 -0.317
C -5.391 4.119 0.053
C 2.778 -1.322 -2.123
H 3.584 0.261 -3.358
C 2.242 -0.304 1.869
C -5.743 1.857 -0.656
H 3.455 -1.302 -4.159
H 1.155 1.763 -4.358
H 3.881 -1.678 2.037
O -1.699 1.146 0.830
H 0.821 -1.922 -2.677
H 2.500 3.492 -1.909
C 3.722 -0.815 -3.218
H 3.009 -0.838 -1.171
C -3.576 2.504 0.187
H 5.800 -0.866 -3.763
H 2.562 -5.856 0.245
H -0.140 -2.455 5.375
C -3.654 -0.288 4.658
H -1.126 -3.850 4.955
C 2.135 -2.597 1.160
H 5.605 0.761 -1.860
H 2.931 -2.393 -1.983
C -6.223 3.136 -0.473
H 0.469 0.866 1.605
C 1.418 3.569 -2.079
Cr -1.873 -0.738 0.462
H 5.159 -0.571 -0.780
O -1.419 3.332 0.686
N 1.339 1.102 -1.854
C 0.906 -0.117 1.465
H 0.073 3.872 -3.727
H -2.753 -1.089 6.430
H 2.297 0.984 -1.560
H 5.304 -2.175 -2.692
H -6.382 1.084 -1.064
H -4.928 1.112 2.830
C -2.127 -2.146 3.306
C 0.762 -4.709 -0.061
S -0.991 -0.037 -2.499
N 1.381 -1.122 -2.440
C 0.714 2.359 -1.465
H -7.249 3.369 -0.735
H 0.708 2.447 -0.377
O -1.406 -2.988 2.798
H -4.582 0.051 1.519
C 0.786 -2.379 0.731
C -2.125 2.325 0.580
I -1.865 -3.282 -0.521
C 0.163 -3.495 0.129
H -3.404 4.544 0.740
H -5.761 5.124 0.220
H 1.610 2.994 -5.536
H -4.290 0.422 5.165
C 2.749 -3.859 0.980
C 1.701 2.695 -4.489
C 5.706 -0.313 -1.688
```

Calculated values
Electronic energy in eV: -104538.9170
Charge: -1
Expectation value of S²: 6.023
HOMO (spin up / spin down) in eV: -3.7 / -4.3
Molecular weight in g mol⁻¹: 770.70
2S+1: 5
Frontier orbital gap (spin up / spin down) in eV: 6.13 / 6.75
Energy above the lowest of the compared OMol25 structures with the same formula, charge and spin in eV: 0.0000
LUMO (spin up / spin down) in eV: 2.5 / 2.5


(9)
Molecular formula: C3H10N2O
Method: DFT, ωB97M-V/def2-TZVPD

```
16
Properties=species:S:1:pos:R:3
H 3.402 -1.693 -0.622
H -1.827 1.722 -0.580
H 2.537 -1.528 0.966
H 2.277 -2.970 -0.055
C 1.688 0.066 -1.288
H 1.582 -0.007 -2.385
C 2.498 -1.900 -0.060
H -1.191 0.889 2.240
N 1.375 -1.261 -0.760
C -2.043 1.158 0.347
H 0.632 -1.027 -0.085
H 0.907 0.793 -1.132
H 2.622 0.479 -0.946
N -1.059 1.231 1.300
O -3.165 0.784 0.558
H -0.121 1.365 0.970
```

Calculated values
Electronic energy in eV: -8290.9956
Charge: +1
Expectation value of S²: 0.754
HOMO (spin up / spin down) in eV: -13.3 / -13.3
Molecular weight in g mol⁻¹: 90.13
2S+1: 2
Frontier orbital gap (spin up / spin down) in eV: 9.52 / 4.19
Energy above the lowest of the compared OMol25 structures with the same formula, charge and spin in eV: 2.6339
LUMO (spin up / spin down) in eV: -3.7 / -9.1


(10)
Molecular formula: C6H6
Method: DFT, ωB97M-V/def2-TZVPD

```
12
Properties=species:S:1:pos:R:3
C -0.309 1.585 -0.055
H -1.639 -2.069 0.141
H 1.975 1.758 -0.119
C 1.527 -0.527 -0.033
H -0.976 2.455 -0.082
H -2.510 0.834 0.083
C -1.601 0.219 0.058
H 0.536 -2.591 0.046
C -1.218 -1.058 0.085
H 2.614 -0.387 -0.069
C 0.612 -1.496 0.021
C 0.989 1.277 -0.077
```

Calculated values
Electronic energy in eV: -6312.9663
HOMO in eV: -9.6
Molecular weight in g mol⁻¹: 78.11
2S+1: 1
SMILES: c1ccccc1
Frontier orbital gap in eV: 10.86
Energy above the lowest of the compared OMol25 structures with the same formula, charge and spin in eV: 6.2339
LUMO in eV: 1.2


(11)
Molecular formula: CH4ClN2OS
Method: DFT, ωB97M-V/def2-TZVPD

```
10
Properties=species:S:1:pos:R:3
C -2.268 0.015 0.104
N -1.563 1.198 0.260
H -0.527 1.237 0.496
S -1.730 -1.626 -0.004
Cl -3.904 0.366 -0.137
H 0.968 -1.668 -1.180
H -2.138 1.982 0.137
O -0.193 -1.489 0.471
N 0.885 -1.094 -0.337
H 1.740 -1.028 0.213
```

Calculated values
Electronic energy in eV: -29477.1429
Charge: +1
HOMO in eV: -14.2
Molecular weight in g mol⁻¹: 127.58
2S+1: 1
Frontier orbital gap in eV: 8.77
Energy above the lowest of the compared OMol25 structures with the same formula, charge and spin in eV: 2.1212
LUMO in eV: -5.4